[1]
C2H4FNO2 | ωB97M-V with the def2-TZVPD basis set

Each line ends with the Mulliken charge.
CARTESIAN COORDINATES (ANGSTROEM)
F: -2.876 -0.397 1.203  -0.21
O: 2.539 -0.564 -1.913  -0.30
O: 1.410 1.095 -3.014  -0.39
N: -1.225 0.217 0.003  -0.21
C: 1.996 0.264 -2.453  0.69
C: -1.490 -0.109 1.237  -0.08
H: 0.948 -0.965 3.304  0.15
H: 0.633 -0.319 2.839  -0.14
H: -1.661 0.104 -0.928  0.25
H: -0.276 0.674 -0.278  0.23

Properties
E_HOMO, eV: -9.90
LUMO, Eh: 0.0008
ΔE to the lowest compared entry with this formula, charge and spin, eV: 2.582

***

[2]
C2H4FOP | ωB97M-V with the def2-TZVPD basis set

Each line ends with the Mulliken charge.
CARTESIAN COORDINATES (ANGSTROEM)
P: 1.634 0.870 0.105  0.18
F: 2.788 -0.109 -0.495  -0.26
O: 0.315 -1.182 -1.071  -0.47
C: -1.255 0.114 0.082  -0.86
C: 0.163 -0.117 -0.528  0.48
H: 1.401 0.104 1.311  0.06
H: -1.320 0.652 1.102  0.27
H: -1.736 -0.878 0.122  0.31
H: -1.990 0.547 -0.628  0.28

Properties
SMILES: CC(=O)PF
E_HOMO, eV: -9.49
LUMO, Eh: 0.0172
ΔE to the lowest compared entry with this formula, charge and spin, eV: 0.100

***

[3]
C2H4HgLiO2 | ωB97M-V with the def2-TZVPD basis set

Each line ends with the Mulliken charge.
CARTESIAN COORDINATES (ANGSTROEM)
Hg: 0.333 -1.763 2.649  -0.14
O: 0.121 -1.135 0.945  -0.62
O: -1.148 1.178 -0.391  -0.57
C: 0.362 0.553 -0.702  0.01
C: 0.268 -0.884 -0.435  -0.61
Li: -1.606 -0.512 0.526  0.20
H: 0.630 0.786 -1.743  0.23
H: 1.144 -1.424 -0.838  0.07
H: -1.032 2.078 -0.075  0.23
H: 0.928 1.123 0.064  0.21

Properties
E_HOMO, eV: -1.66
LUMO, Eh: 0.0980
Charge: -1
ΔE to the lowest compared entry with this formula, charge and spin, eV: 3.052